No. 1
100
Properties=species:S:1:pos:R:3:forces:R:3:mulliken_charge:R:1 method="wB97M-V/def2-TZVPD" total_charge=-2 homo_ev=-1.80 gap_ev=4.63
N 7.9157 -1.4280 -0.3743 -0.0041 -0.0186 0.1002 1.07
H 0.4927 1.1936 -3.7392 0.0036 -0.0471 0.0094 0.04
C 4.4466 -0.7370 0.8328 -0.0091 0.0142 -0.0246 0.08
C -3.2673 4.5485 0.3096 -0.0123 0.0019 0.0038 -0.91
H 2.2406 -3.3156 -5.2679 -0.0067 -0.0044 0.0009 0.48
O 2.2154 -0.8518 1.6006 1.1435 0.5473 0.3938 -0.75
H 1.9677 2.1562 2.4218 -0.0154 0.0082 -0.0444 -0.02
C -4.3892 3.7342 0.4075 0.0114 0.0233 0.0092 -0.60
C -3.0334 -3.6989 0.5445 -0.1256 -0.2163 0.0225 0.16
C 5.5296 -1.3812 0.2538 -0.0435 0.0198 -0.0055 -0.51
H 0.3530 5.1011 -2.0967 -0.0050 0.0216 -0.0089 0.31
N 6.0187 2.4903 1.8666 -0.2991 0.2378 -0.5819 1.06
C 6.7557 -0.7382 0.2200 0.0221 0.0067 -0.0497 -0.14
O 7.0566 3.0796 1.6249 0.1305 -0.0811 0.2123 -0.64
C 2.2069 0.3652 4.6089 -0.0337 0.0067 0.0174 -1.07
H 2.4022 0.7545 5.6136 0.0088 -0.0001 0.0175 0.34
H -2.9086 -0.0734 3.6005 0.0103 -0.0103 0.0143 0.49
H 1.9223 0.7000 -0.7209 -0.0345 -0.0057 -0.0528 -0.13
S -0.5309 -0.1699 5.7114 -0.0297 0.0450 0.0764 -0.41
H -2.9075 -1.4556 -2.2871 0.0167 0.0945 0.0253 -0.22
C -0.8992 1.1430 1.9883 0.0983 0.1807 0.1032 -0.11
H -5.6653 -3.7973 4.4345 -0.0020 0.0002 0.0021 0.21
C -1.8687 2.7184 -0.6003 -0.0457 0.1472 -0.1872 -0.18
C 1.4349 2.3073 3.3621 0.0079 -0.0534 -0.0366 -0.94
S 0.5807 -1.7650 -5.9567 0.0159 0.0145 -0.0061 -0.07
H -2.0882 -0.4946 -6.6420 -0.0101 0.0028 0.0006 0.36
O 7.7558 -2.5597 -0.7822 -0.0011 0.0054 -0.0429 -0.63
H 1.7715 -3.5059 -2.8166 0.0038 0.0151 0.0126 0.34
N 1.0896 1.0393 3.9814 0.0596 0.0330 0.0383 0.47
H -1.6158 0.4899 1.4844 0.0074 -0.0065 -0.0156 0.12
H -5.6538 -0.1753 2.1391 -0.0107 0.0210 0.0013 0.36
H -5.3321 4.1089 0.7835 -0.0024 0.0060 0.0064 0.34
H 2.0749 4.6967 -2.1449 0.0092 0.0054 0.0028 0.33
H 2.3935 -1.9492 -3.3168 -0.0141 0.0149 -0.0211 0.45
H 2.0081 -0.7010 4.6788 0.0005 0.0326 0.0145 0.36
C 4.6078 0.5350 1.3610 -0.0158 -0.0569 0.0313 0.58
C 1.5231 -2.6045 -3.3839 0.0556 -0.0426 -0.0001 -0.77
H 0.1119 0.8170 1.7585 0.0164 -0.0021 -0.0112 -0.34
H -4.3730 -5.4273 3.6546 0.0065 0.0034 0.0051 0.27
C 6.9494 0.5328 0.7258 -0.0113 -0.0001 0.0023 -0.47
H -1.2725 -3.2097 -5.5069 -0.0016 -0.0143 -0.0138 0.23
H 1.8047 2.3760 -3.9461 0.0030 0.0054 -0.0029 0.27
C -5.7673 -1.9174 3.3925 -0.0059 0.0133 -0.0116 -0.50
O -1.8530 -3.8193 0.9616 -0.9999 -0.7903 0.0202 -0.92
C 1.2813 -3.0146 -4.8417 0.0338 -0.0297 0.0581 -0.88
H -6.4353 -1.4686 4.1177 0.0028 0.0081 -0.0029 0.37
S -2.2811 -0.5076 -4.3265 -0.0077 0.0137 -0.0189 0.08
H -0.9925 -3.4176 -3.5981 0.0250 0.0014 0.0253 -0.01
C 0.7925 2.2273 -3.5551 -0.0404 0.0115 -0.0129 -0.73
C 1.1320 4.4952 -1.6260 0.0029 -0.0248 -0.0085 -1.34
O 2.9874 -2.5005 0.2698 0.0347 -0.0293 0.0527 -0.86
C -5.3355 -1.1988 2.2898 0.0254 0.0060 -0.0103 -0.84
O -3.4815 -3.9707 -0.5813 0.0337 0.0911 -0.0582 -0.72
H 3.0646 1.8689 -1.4132 0.0115 0.0163 0.0014 0.55
C -4.0160 -3.0967 1.5482 -0.0040 0.0441 -0.0405 0.43
H 0.1133 2.8700 -4.1237 -0.0073 -0.0001 -0.0035 0.25
H -3.1180 1.6265 3.1317 0.0011 0.0089 -0.0073 0.36
H -3.2414 -2.5816 -3.5725 -0.0139 0.0113 0.0308 0.57
C -1.1240 -2.3626 -6.1715 -0.0241 0.0006 -0.0223 -0.52
O 5.0856 2.9648 2.4786 0.0916 -0.0730 0.2020 -0.60
C -1.2332 -2.7029 -2.8142 0.0516 -0.0490 -0.0607 -0.77
C -2.0597 4.0686 -0.1742 0.0079 -0.0406 0.0263 -0.29
C -2.5521 0.9468 3.7713 -0.0053 0.0251 0.0037 -1.44
H -1.4699 -3.2905 -1.9250 -0.0317 0.0326 0.0662 0.38
C -5.3342 -3.2239 3.5731 0.0036 -0.0105 -0.0024 -0.93
O 8.9764 -0.8305 -0.4079 0.0055 0.0097 -0.0352 -0.65
H 5.3895 -2.3689 -0.1608 0.0125 -0.0054 0.0029 0.61
H 2.0836 2.8722 4.0400 0.0037 -0.0124 -0.0103 0.44
S 0.2337 -1.6608 -2.5565 -0.1008 0.0851 -0.1218 0.02
N -1.1468 1.0807 3.4326 0.0482 -0.0103 0.0432 0.28
H -1.2050 4.7319 -0.2235 0.0275 0.0122 -0.0091 0.25
N -0.7482 2.1652 -1.0341 -0.0486 -0.1096 0.0130 0.43
C -0.1881 0.7087 4.3125 -0.0453 -0.2229 -0.1538 0.15
H -1.0497 2.1473 1.5910 0.0460 -0.0679 0.0855 0.20
H 3.0841 0.5169 3.9799 -0.0124 -0.0065 -0.0014 0.23
C -4.4635 -3.8042 2.6600 0.0630 -0.0459 0.0459 1.27
Cs 0.1073 -2.1923 0.8404 -0.4128 0.2093 -0.2936 1.46
H 0.5482 2.8982 3.1646 -0.1105 0.0135 -0.0115 0.36
H -3.3274 5.5868 0.6212 -0.0132 0.0037 0.0016 0.36
H 7.9087 1.0215 0.6834 -0.0014 -0.0024 0.0020 0.61
H 0.6412 -3.8955 -4.8922 -0.0124 0.0124 -0.0129 0.37
H 2.2705 2.1947 0.1360 0.0152 0.0038 -0.0015 -0.16
Si 0.6918 2.6422 -1.7177 0.0744 0.0611 0.0275 -0.08
H -4.1396 -1.2381 0.5124 0.0446 0.0422 -0.0717 0.40
H -2.7095 1.1956 4.8172 -0.0101 0.0064 -0.0020 0.44
C -3.0581 1.9455 -0.4706 -0.0188 -0.1181 -0.0320 0.73
H 1.2385 4.8305 -0.5902 -0.0005 0.0022 0.0026 0.31
C 5.8480 1.1418 1.2943 0.1034 -0.0451 0.1655 -0.32
H -3.1747 -1.7903 -6.1644 -0.0064 0.0112 0.0316 0.38
C -2.2127 -1.3191 -5.9357 0.0011 -0.0103 -0.0403 -0.89
C 2.1250 1.7647 -0.8606 0.0503 -0.0248 0.0489 -0.30
C 3.0777 -1.4335 0.9068 0.3884 0.1296 -0.0098 0.20
C -2.4825 -1.8965 -3.1871 -0.0306 -0.0637 0.0165 -0.32
C -4.4718 -1.7964 1.3778 -0.0523 -0.0196 0.0317 -0.06
F -2.9840 0.6333 -0.8481 -0.0666 -0.0303 0.0429 -0.17
C -4.2598 2.4033 0.0011 0.0138 -0.0241 -0.0061 -0.60
H 3.7580 1.0234 1.8113 -0.0046 0.0234 -0.0045 0.32
H -5.0936 1.7118 0.0385 -0.0218 -0.0161 0.0182 0.42
O -4.0241 -5.0942 2.8229 -0.0301 0.0044 -0.0071 -0.56
H -1.2294 -2.7392 -7.1924 0.0190 0.0132 0.0002 0.45

***

No. 2
36
Properties=species:S:1:pos:R:3:forces:R:3:lowdin_spin:R:1 method="wB97M-V/def2-TZVPD" s_squared=0.754 total_charge=+1 homo_ev="-12.51 / -12.50" gap_ev="9.88 / 3.11" spin_multiplicity=2
H -26.7492 -26.5262 -3.1898 0.0799 0.0726 -0.3326 0.00
C -21.6180 -21.6672 -4.7970 -0.4701 0.8887 0.3999 0.13
H -19.8066 -20.7907 -0.7637 -0.2713 1.0400 -0.0047 0.00
H -23.7623 -21.5293 -4.8162 0.1631 -0.2713 -0.0611 0.00
H -20.0671 -20.0178 1.5821 -0.1648 0.3036 -0.1736 0.00
O -24.0384 -26.5018 -3.4975 2.8603 -1.7064 -0.5119 0.00
C -20.6095 -21.1933 -0.1461 2.8631 -1.7434 1.2088 0.00
C -25.3164 -25.0483 -4.8563 -0.6047 1.4197 -1.1099 0.00
H -24.3047 -27.0381 -4.2479 0.1561 -0.3089 0.0560 0.00
H -18.8638 -22.3578 0.4389 0.2443 0.2191 -0.3752 0.00
H -19.9583 -23.2029 -0.6519 -0.0590 -0.1461 0.1967 0.00
H -20.1867 -23.0265 1.1457 -0.9118 -0.1584 -0.2041 0.00
H -24.3802 -24.5976 -2.9244 0.3690 0.1657 -0.2831 0.00
C -24.8365 -25.4132 -3.4853 -3.1490 -0.2555 1.1200 0.00
H -21.4158 -21.0776 -5.6912 0.3714 -0.3315 -0.4588 0.03
H -20.8552 -21.4235 -3.0366 -0.5813 -0.0865 2.0226 0.01
C -26.0658 -25.8895 -2.6279 -0.2805 0.5320 0.3486 0.00
H -23.0149 -21.9509 -3.2579 -0.3279 0.2679 0.1573 0.00
O -21.6211 -21.4703 -1.0463 -1.6178 0.3691 -1.5501 0.00
H -22.5260 -23.5287 -5.5399 -0.4787 0.7583 0.1809 0.02
H -24.6579 -24.5762 -5.5855 0.8212 0.4629 0.5305 0.00
H -26.6634 -25.1026 -2.1680 -0.0515 0.3209 -0.2809 0.00
O -20.5436 -21.4515 -3.9442 0.3432 -0.1808 -1.8063 0.62
H -21.5541 -19.5152 0.6036 0.1947 0.4984 0.6212 0.00
H -26.1439 -24.3513 -4.7243 -0.1857 0.0074 -0.2496 0.00
H -21.4488 -23.8121 -4.2078 -0.1216 0.4318 0.3281 0.00
C -21.5885 -23.1948 -5.0952 0.5788 -2.5134 -0.6501 0.15
C -22.9250 -21.3281 -4.1480 -0.4556 0.1252 -0.0035 0.02
C -19.9144 -22.5375 0.2104 0.5822 0.3726 0.8206 0.00
H -20.8564 -23.5862 -5.8016 0.4950 0.8566 0.0427 0.00
H -21.5956 -20.8732 1.7518 -0.0912 -0.0338 -0.0055 0.00
H -22.9886 -20.2608 -3.9364 0.1815 -0.0344 0.3653 0.00
H -25.6619 -25.8402 -5.5209 -0.4157 -0.7156 0.7796 0.00
C -20.9703 -20.3193 1.0516 -0.3076 -0.5799 -1.1262 0.00
H -25.7424 -26.5040 -1.7878 0.4285 0.0787 -0.0996 0.00
H -22.3517 -21.9070 -0.6024 -0.1867 -0.1253 0.1076 0.00

***

Values of calculated total energy, in order: -4275.79867; -582.62056, all in Eh.
Values of ΔE to the lowest compared entry with this formula, charge and spin, in order: 27.3; 2.9, all in kcal/mol.